# 1
Computed, not measured: a molecular structure, C4H8O2, with wB97M-V/def2-TZVPD.

Summary:
HOMO energy   -9.7 eV
Molecular weight   88.11 g mol⁻¹
Relative energy (zero: lowest compared OMol25 entry of this formula, charge and spin)   341.4 kJ/mol
Kohn-Sham gap   10.229 eV
DFT total energy   -307.5824 a.u.
E_LUMO   0.50 eV

XYZ file:
```
14
C4H8O2 wB97M-V/def2-TZVPD
C -1.66 -0.24 1.03
C -0.20 -0.33 0.57
O 0.12 -1.60 0.04
C 0.18 0.43 -0.68
C 1.52 0.94 -0.88
O 1.62 -0.36 -1.36
H -2.35 -0.42 0.20
H -1.85 -1.02 1.79
H -1.91 0.73 1.49
H 0.44 -0.05 1.43
H 0.95 -1.37 -0.53
H -0.58 0.46 -1.45
H 2.08 1.16 0.02
H 1.63 1.67 -1.67
```

***

# 2
Computed, not measured: a molecular structure, C4H8O2, with wB97M-V/def2-TZVPD.

Summary:
HOMO energy   -8.4 eV
Molecular weight   88.11 g mol⁻¹
Relative energy (zero: lowest compared OMol25 entry of this formula, charge and spin)   536.0 kJ/mol
Kohn-Sham gap   9.047 eV
DFT total energy   -307.5083 a.u.
E_LUMO   0.67 eV

XYZ file:
```
14
C4H8O2 wB97M-V/def2-TZVPD
C 0.83 0.85 0.53
C 0.28 -0.54 0.49
O 0.93 -1.73 0.89
C -1.21 -0.57 0.57
C -0.54 -0.39 -0.76
O -0.69 1.21 -1.53
H 0.81 1.32 1.51
H 0.02 1.50 -0.53
H 1.82 0.86 0.05
H 1.89 -1.58 0.90
H -1.71 -1.54 0.71
H -1.72 0.26 1.06
H -0.65 -0.99 -1.64
H -0.07 1.36 -2.27
```

***

# 3
Computed, not measured: C4H8O2 in the gas phase, with wB97M-V/def2-TZVPD.

Summary:
HOMO energy   -10.0 eV
Molecular weight   88.11 g mol⁻¹
Relative energy (zero: lowest compared OMol25 entry of this formula, charge and spin)   106.3 kJ/mol
Kohn-Sham gap   10.850 eV
DFT total energy   -307.6720 a.u.
E_LUMO   0.86 eV

XYZ file:
```
14
C4H8O2 wB97M-V/def2-TZVPD
C -1.05 -0.34 -0.83
C -0.34 0.66 0.07
O -1.21 1.23 1.02
C 0.78 0.02 0.89
C 1.88 -0.52 0.01
O 1.85 -1.61 -0.52
H -1.86 0.15 -1.38
H -0.37 -0.78 -1.56
H -1.48 -1.15 -0.23
H 0.10 1.46 -0.56
H -1.95 1.62 0.55
H 0.36 -0.81 1.47
H 1.18 0.78 1.57
H 2.73 0.17 -0.17
```

***

# 4
Computed, not measured: C4H8O2 in the gas phase, with wB97M-V/def2-TZVPD.

Summary:
HOMO energy   -9.9 eV
Molecular weight   88.11 g mol⁻¹
Relative energy (zero: lowest compared OMol25 entry of this formula, charge and spin)   255.7 kJ/mol
Kohn-Sham gap   10.970 eV
DFT total energy   -307.6150 a.u.
E_LUMO   1.06 eV

XYZ file:
```
14
C4H8O2 wB97M-V/def2-TZVPD
C -2.07 0.55 -0.29
O -0.99 -0.33 -0.36
C -0.13 -0.34 0.76
C 1.22 -0.81 0.26
C 1.89 0.08 -0.68
O 2.34 -0.05 0.66
H -2.84 0.23 0.43
H -1.75 1.58 -0.03
H -2.52 0.58 -1.29
H -0.52 -0.99 1.56
H 0.01 0.67 1.17
H 1.39 -1.88 0.19
H 1.40 1.02 -0.93
H 2.56 -0.32 -1.44
```

***

# 5
Computed, not measured: a molecular structure, C4H8O2, with wB97M-V/def2-TZVPD.

Summary:
HOMO energy   -7.8 eV
Molecular weight   88.11 g mol⁻¹
Relative energy (zero: lowest compared OMol25 entry of this formula, charge and spin)   692.5 kJ/mol
Kohn-Sham gap   8.418 eV
DFT total energy   -307.4487 a.u.
E_LUMO   0.62 eV

XYZ file:
```
14
C4H8O2 wB97M-V/def2-TZVPD
C -0.88 -0.19 -1.46
C 0.24 0.67 0.58
O -0.03 1.99 0.53
C 0.12 -0.48 1.51
C 1.29 -0.10 0.66
O 0.42 -1.36 -1.02
H -1.67 0.32 -0.83
H -1.37 -1.00 -1.95
H -0.53 0.57 -2.17
H -0.90 2.11 0.90
H 0.21 -0.29 2.58
H -0.47 -1.36 1.23
H 2.35 0.01 0.72
H 1.23 -0.89 -1.29
```

***

# 6
Computed, not measured: C4H8O2 in the gas phase, with wB97M-V/def2-TZVPD.

Summary:
HOMO energy   -9.1 eV
Molecular weight   88.11 g mol⁻¹
Relative energy (zero: lowest compared OMol25 entry of this formula, charge and spin)   197.6 kJ/mol
Kohn-Sham gap   10.027 eV
DFT total energy   -307.6372 a.u.
E_LUMO   0.90 eV

XYZ file:
```
14
C4H8O2 wB97M-V/def2-TZVPD
C 1.63 -0.94 1.34
O 0.95 0.19 0.82
C -0.41 0.09 0.88
C -1.20 0.54 -0.10
C -0.70 1.04 -1.42
O -1.10 0.17 -2.47
H 1.27 -1.20 2.35
H 1.50 -1.81 0.68
H 2.69 -0.67 1.39
H -0.81 -0.35 1.80
H -0.78 -0.71 -2.23
H -2.28 0.48 0.05
H 0.39 1.16 -1.39
H -1.14 2.01 -1.68
```

***

# 7
Computed, not measured: 2 unconnected molecules or ions with the total composition C4H8O2, with wB97M-V/def2-TZVPD.

Summary:
HOMO energy   -10.0 eV
Molecular weight   88.11 g mol⁻¹
Relative energy (zero: lowest compared OMol25 entry of this formula, charge and spin)   209.1 kJ/mol
Kohn-Sham gap   10.276 eV
DFT total energy   -307.6328 a.u.
E_LUMO   0.32 eV

XYZ file:
```
14
C4H8O2 wB97M-V/def2-TZVPD
C 1.80 0.30 -1.45
O 1.33 0.19 -0.13
C -0.89 -0.42 2.01
C -1.42 -0.59 0.80
C -1.45 0.52 -0.18
O -1.88 0.39 -1.31
H 0.99 0.21 -2.19
H 2.58 -0.44 -1.68
H 2.24 1.30 -1.55
H -0.49 0.54 2.32
H -0.84 -1.24 2.72
H -1.83 -1.55 0.48
H 0.91 -0.67 -0.02
H -1.05 1.48 0.18
```

***

# 8
Computed, not measured: C4H8O2 in the gas phase, with wB97M-V/def2-TZVPD.

Summary:
HOMO energy   -10.3 eV
Molecular weight   88.11 g mol⁻¹
Relative energy (zero: lowest compared OMol25 entry of this formula, charge and spin)   190.2 kJ/mol
Kohn-Sham gap   11.328 eV
DFT total energy   -307.6400 a.u.
E_LUMO   1.03 eV

XYZ file:
```
14
C4H8O2 wB97M-V/def2-TZVPD
C -0.43 -0.04 -1.47
C -0.94 -0.02 -0.03
O -1.52 -1.26 0.32
C 0.10 0.30 1.02
C 1.51 0.60 0.75
O 1.11 -0.71 1.12
H 0.42 -0.72 -1.57
H -0.13 0.96 -1.81
H -1.24 -0.40 -2.11
H -1.75 0.72 0.05
H -0.31 0.59 1.99
H 2.10 1.13 1.50
H 1.86 0.71 -0.27
H -0.77 -1.85 0.53
```

***

# 9
Computed, not measured: 2 unconnected molecules or ions with the total composition C4H8O2, with wB97M-V/def2-TZVPD.

Summary:
HOMO energy   -10.1 eV
Molecular weight   88.11 g mol⁻¹
Relative energy (zero: lowest compared OMol25 entry of this formula, charge and spin)   217.2 kJ/mol
Kohn-Sham gap   10.584 eV
DFT total energy   -307.6297 a.u.
E_LUMO   0.48 eV

XYZ file:
```
14
C4H8O2 wB97M-V/def2-TZVPD
C 1.48 -0.12 -0.19
C 0.26 -0.23 0.71
C -0.48 1.09 0.89
O -0.15 2.12 0.37
C -0.74 -1.28 0.23
O -0.61 -1.91 -0.79
H 2.04 -1.06 -0.19
H 1.18 0.10 -1.21
H 2.13 0.69 0.16
H 0.53 -0.54 1.73
H -1.37 1.05 1.55
H -1.25 1.12 -1.98
H -1.62 -1.44 0.89
H -1.38 0.41 -2.16
```

***

# 10
Computed, not measured: C4H8O2 in the gas phase, with wB97M-V/def2-TZVPD.

Summary:
HOMO energy   -9.9 eV
Molecular weight   88.11 g mol⁻¹
Relative energy (zero: lowest compared OMol25 entry of this formula, charge and spin)   212.4 kJ/mol
Kohn-Sham gap   10.682 eV
DFT total energy   -307.6315 a.u.
E_LUMO   0.82 eV

XYZ file:
```
14
C4H8O2 wB97M-V/def2-TZVPD
O 0.55 -0.55 -1.59
C 1.32 0.19 -0.66
C 0.43 0.68 0.49
C -1.00 0.83 0.04
C -0.62 -0.28 0.97
O -0.57 -1.62 0.48
H 0.13 -1.23 -1.01
H 1.76 1.05 -1.18
H 2.12 -0.44 -0.28
H 0.89 1.35 1.21
H -1.00 0.51 -1.01
H -1.67 1.63 0.35
H -0.90 -0.26 2.01
H -1.45 -1.87 0.19
```

***

# 11
Computed, not measured: a molecular structure, C4H8O2, with wB97M-V/def2-TZVPD.

Summary:
HOMO energy   -9.3 eV
Molecular weight   88.11 g mol⁻¹
Relative energy (zero: lowest compared OMol25 entry of this formula, charge and spin)   631.7 kJ/mol
Kohn-Sham gap   7.805 eV
DFT total energy   -307.4718 a.u.
E_LUMO   -1.46 eV

XYZ file:
```
14
C4H8O2 wB97M-V/def2-TZVPD
O -2.42 -1.36 1.57
C -1.34 -1.26 0.89
C -0.77 -0.03 0.36
C 0.52 0.03 -0.39
C 0.90 1.31 -1.11
O 1.64 -0.22 0.55
H -1.19 -2.05 0.28
H -0.37 -0.97 1.36
H -1.46 0.73 0.10
H 0.51 -1.03 -1.09
H 0.71 2.13 -0.41
H 0.24 1.46 -1.98
H 1.98 1.32 -1.45
H 1.06 -0.05 1.31
```

***

# 12
Computed, not measured: 2 unconnected molecules or ions with the total composition C4H8O2, with wB97M-V/def2-TZVPD.

Summary:
HOMO energy   -10.4 eV
Molecular weight   88.11 g mol⁻¹
Relative energy (zero: lowest compared OMol25 entry of this formula, charge and spin)   272.2 kJ/mol
Kohn-Sham gap   11.376 eV
DFT total energy   -307.6088 a.u.
E_LUMO   1.01 eV

XYZ file:
```
14
C4H8O2 wB97M-V/def2-TZVPD
O 1.56 0.31 2.23
C -0.54 0.79 0.11
C -1.42 -0.35 -0.46
C -0.19 -0.91 -1.16
C 0.65 0.18 -0.66
O 0.81 -1.15 -0.17
H 1.27 -0.50 1.79
H -0.43 0.81 1.20
H -0.83 1.78 -0.24
H -1.89 -1.03 0.26
H -2.17 0.02 -1.17
H -0.11 -1.48 -2.08
H 1.77 0.89 1.48
H 1.53 0.64 -1.10
```